1.
Entry from the Open Molecules 2025 dataset: a 21-piece molecular cluster, C8H49F9NO20 overall (the ωB97M-V functional and the def2-TZVPD basis).

Computed properties:
HOMO   -0.4398 Eh
Lowest unoccupied orbital energy   -2.6 eV
Net charge   +1
Energy   -75983.59616 eV
Strongest force on any atom   1.992 eV/Å
Kohn-Sham gap   9.3 eV
Molecular weight   650.45 g/mol

Last column: Löwdin charge in e.
Atoms and positions in Å:
F: 2.00336 -1.08750 1.09830  0.178
C: 0.86951 -0.37889 0.94986  -0.494
F: 0.39658 -0.07619 2.16310  0.185
F: -0.02204 -1.13493 0.28604  0.187
C: 1.23124 0.88763 0.12177  -0.329
F: 1.34836 0.50071 -1.15942  0.176
F: 2.44597 1.30786 0.53708  0.159
C: 0.28532 2.10947 0.24059  -0.350
F: 0.90764 3.10220 -0.42780  0.180
F: 0.15705 2.48833 1.52274  0.173
C: -1.12172 1.98086 -0.38825  -0.364
F: -1.69020 3.21466 -0.23986  0.123
F: -1.00036 1.75408 -1.70785  0.155
C: -2.11659 1.02486 0.28992  -0.156
C: -2.67462 0.03218 -0.73981  -0.098
C: -3.71424 -0.70274 0.11501  -0.109
C: -4.35680 0.51663 0.85958  -0.050
N: -3.40294 1.68881 0.68015  0.108
H: -1.81006 0.52301 1.19327  0.130
H: -1.91778 -0.59602 -1.17437  0.124
H: -3.28589 0.53967 -1.47210  0.113
H: -3.29721 -1.32927 0.88991  0.118
H: -4.51629 -1.16822 -0.42602  0.098
H: -5.20836 0.79087 0.25024  0.128
H: -4.69373 0.35186 1.86699  0.130
H: -3.75617 2.15077 -0.16164  0.108
H: -3.29927 2.28855 1.49638  0.156
O: -4.34851 4.62422 -0.01079  -0.061
H: -3.80440 4.43141 -0.78176  -0.002
H: -4.49723 5.57575 -0.04980  0.039
O: -5.27394 -3.38821 -0.06456  -0.061
H: -5.76197 -3.89461 0.58803  0.027
H: -4.84839 -4.06288 -0.60007  0.041
O: -2.17363 1.59090 3.25245  -0.022
H: -1.24351 1.38705 3.40338  0.046
H: -2.63232 1.08367 3.93232  0.073
O: 4.36990 0.20978 -1.95818  -0.030
H: 3.88405 0.48088 -1.17791  0.011
H: 3.73016 0.24984 -2.67617  0.044
O: -2.86537 6.98832 1.19654  -0.051
H: -1.90880 6.89144 1.18284  0.040
H: -3.15862 6.37309 1.87510  0.033
O: -4.12078 -5.28778 1.74362  -0.053
H: -3.19357 -5.49636 1.89101  0.043
H: -4.58458 -5.81418 2.40345  0.047
O: 4.72393 -1.69898 2.30606  -0.057
H: 3.87908 -1.52486 1.88765  -0.015
H: 4.72759 -2.65339 2.44228  0.023
O: 6.22986 -0.62770 -4.28495  -0.033
H: 5.69117 -0.35322 -3.53263  0.024
H: 5.63958 -0.59113 -5.04402  0.064
O: 9.04304 -1.21062 -3.52099  -0.055
H: 8.21786 -0.96423 -3.95929  0.000
H: 8.98002 -2.16800 -3.41914  0.039
O: 3.33230 -3.74376 3.94723  -0.053
H: 3.67929 -3.69537 4.84714  0.030
H: 2.59201 -3.13243 3.94348  0.034
O: -3.92775 2.76380 -2.08633  -0.048
H: -4.35510 2.32644 -2.84131  0.058
H: -3.10284 3.11346 -2.44385  0.066
O: -6.48225 1.77793 -3.12510  -0.054
H: -6.68081 2.12932 -2.25069  0.041
H: -7.08399 2.26014 -3.70814  0.013
O: 3.32469 3.45287 2.68710  -0.045
H: 3.95307 2.97578 3.23800  0.044
H: 3.01248 2.80444 2.05256  -0.011
O: -7.43361 3.76322 -5.17587  -0.043
H: -6.89512 3.58108 -5.95225  0.061
H: -7.62610 4.70621 -5.23341  0.058
O: 4.56055 -5.42462 6.11888  -0.045
H: 5.19914 -5.88924 6.67040  0.063
H: 4.23039 -6.09812 5.51459  0.063
O: -7.49910 5.28059 -2.41039  -0.040
H: -7.43303 4.60586 -3.09166  -0.014
H: -6.58988 5.44283 -2.14377  0.027
O: 6.76553 -3.64341 -4.63647  -0.042
H: 7.39737 -3.92182 -5.30624  0.052
H: 6.71011 -2.68526 -4.72945  0.000
O: 4.08448 -5.02519 -3.58698  -0.070
H: 4.27112 -4.88113 -2.65600  0.027
H: 4.92360 -4.82806 -4.02349  -0.001
O: 2.90380 -4.56842 8.43609  -0.069
H: 3.48582 -4.34568 9.16718  0.032
H: 3.49251 -4.84901 7.72099  -0.019
O: 8.45610 -2.04037 -0.77604  -0.067
H: 7.71371 -1.66413 -0.29613  0.024
H: 8.56015 -1.47738 -1.55837  -0.004


2.
Entry from the Open Molecules 2025 dataset: a 9-piece molecular cluster, C28H68N9O9 overall (the ωB97M-V functional and the def2-TZVPD basis).

Computed properties:
HOMO   -0.3803 Eh
Lowest unoccupied orbital energy   -2.0 eV
Net charge   +1
Energy   -61962.58740 eV
Strongest force on any atom   12.892 eV/Å
Kohn-Sham gap   8.3 eV
Molecular weight   674.91 g/mol

Last column: Löwdin charge in e.
Atoms and positions in Å:
C: -2.18186 0.95095 1.19584  -0.002
C: -0.98234 0.74306 0.13012  -0.317
C: -1.01084 -0.50381 -0.66421  -0.156
O: -0.84353 -1.57021 0.29246  -0.232
C: -1.20168 -2.86117 -0.19382  -0.103
N: -0.97655 1.87159 -0.76850  0.184
H: -0.71715 2.83783 -0.36131  0.131
H: -0.07042 1.60307 -1.10026  0.068
H: -1.81552 1.89375 -1.31914  0.080
H: -3.19427 1.14199 0.67791  0.081
H: -2.34247 1.79368 1.92511  0.078
H: -2.27328 -0.07275 1.61920  0.073
H: -0.01682 0.93241 0.57184  0.121
H: -0.07821 -0.42172 -1.13193  0.107
H: -1.88904 -0.75299 -1.35821  0.156
H: -0.30187 -2.99913 -1.04470  0.135
H: -2.20195 -3.14067 -0.50881  0.068
H: -0.92957 -3.61224 0.74729  0.125
C: -2.55027 0.92659 -3.72435  0.014
C: -3.49509 1.56286 -2.66328  -0.529
O: -4.14142 0.87113 -1.90473  0.051
N: -3.14594 2.85542 -2.30197  -0.030
C: -3.88973 3.50159 -1.13591  -0.018
H: -3.00793 0.61583 -4.59532  0.048
H: -2.31128 -0.08583 -3.37236  0.085
H: -1.74827 1.64439 -4.00727  0.073
H: -2.61114 3.45236 -2.98908  0.161
H: -4.94229 3.06173 -1.20433  0.118
H: -3.79027 4.54309 -1.13491  0.061
H: -3.54838 2.97724 -0.29447  0.024
C: -1.20436 6.75695 0.32777  0.015
C: -0.96431 5.45241 0.92098  -0.504
O: -0.95563 4.36510 0.30023  -0.010
N: -0.73163 5.54303 2.25165  0.072
C: -0.55256 4.32092 3.18848  0.011
H: -0.51835 7.47049 0.71407  0.093
H: -2.17539 7.12021 0.25622  0.084
H: -0.97438 6.57249 -0.67467  0.076
H: -0.81808 6.44212 2.57869  0.096
H: -0.29655 3.35815 2.74681  0.072
H: -1.25452 4.11375 3.85765  0.026
H: 0.32417 4.73201 3.69343  0.086
C: 4.19245 0.99535 -1.07202  0.030
C: 3.23874 2.16092 -0.61330  -0.460
O: 1.98317 2.07420 -0.70414  0.001
N: 3.83764 3.31485 -0.21790  0.007
C: 3.03632 4.32737 0.24111  -0.117
H: 3.67618 0.57052 -2.04431  0.105
H: 4.25656 0.23870 -0.37216  0.030
H: 5.25780 1.30537 -1.17475  0.085
H: 4.90005 3.32451 -0.17937  0.185
H: 3.66710 5.06970 0.34828  0.038
H: 2.49801 4.20090 1.18440  0.101
H: 2.27950 4.78601 -0.42645  0.107
C: 1.70246 -6.53499 2.04531  -0.027
C: 1.90187 -5.55946 1.07077  -0.538
O: 0.96789 -5.11574 0.34903  -0.011
N: 3.14015 -4.93122 0.96054  0.005
C: 3.45652 -3.94451 -0.02050  -0.052
H: 1.69079 -6.24910 3.09169  0.095
H: 2.52444 -7.32677 1.89056  0.130
H: 0.73055 -7.02180 1.92201  0.102
H: 3.70763 -5.11801 1.76884  0.129
H: 4.29590 -3.53422 0.45647  0.080
H: 2.52781 -3.34872 -0.21694  0.116
H: 3.93622 -4.22697 -0.75388  -0.009
C: 1.37218 3.70346 -3.56325  0.015
C: 1.28288 2.16656 -3.76413  -0.495
O: 0.42811 1.51927 -3.09081  -0.038
N: 2.32837 1.64188 -4.41585  0.007
C: 2.50710 0.15017 -4.51458  -0.071
H: 1.41752 4.19629 -4.56619  0.109
H: 2.32756 4.02750 -3.46062  0.028
H: 0.79895 3.93886 -2.75802  0.040
H: 3.21178 2.28219 -4.85454  0.243
H: 3.47697 -0.14206 -4.71449  0.043
H: 1.96113 -0.28995 -5.36410  0.092
H: 2.30336 -0.42253 -3.57707  0.089
C: -2.56988 -7.86033 -5.62747  -0.025
C: -2.72219 -6.81788 -4.57520  -0.564
O: -3.78181 -6.17436 -4.46189  0.003
N: -1.66427 -6.35369 -3.84571  -0.020
C: -1.60411 -5.33303 -2.74577  -0.059
H: -2.33878 -7.45729 -6.58574  0.066
H: -3.47983 -8.38596 -5.73265  0.058
H: -1.76021 -8.73711 -5.40610  0.130
H: -0.53459 -6.75576 -4.01149  0.233
H: -1.01043 -4.52616 -3.17044  0.077
H: -1.31582 -5.65728 -1.94621  -0.040
H: -2.63347 -4.77449 -2.57395  0.132
C: -0.28100 -2.65123 3.84983  0.013
C: -1.66769 -2.24945 4.46182  -0.600
O: -2.46299 -3.08149 4.86663  0.043
N: -1.80133 -0.97808 4.45331  0.031
C: -2.89567 -0.14380 5.05051  -0.019
H: 0.47743 -2.69292 4.63285  0.080
H: -0.16894 -1.87485 3.05429  0.066
H: -0.25413 -3.53744 3.27933  0.043
H: -0.88958 -0.41339 4.35381  0.130
H: -3.83745 -0.38186 4.54274  0.107
H: -2.84230 0.82079 4.83998  0.009
H: -2.87893 0.03164 6.07105  0.064
C: 2.52569 0.28555 2.53722  0.020
C: 1.49976 0.79363 3.56649  -0.669
O: 0.41835 0.71582 3.15103  0.057
N: 1.84705 1.27326 4.68849  0.031
C: 0.87775 2.01748 5.50835  -0.071
H: 3.12440 1.08926 2.15618  0.053
H: 2.12654 -0.19850 1.58855  0.112
H: 3.25068 -0.25364 3.07128  0.055
H: 2.92581 1.46586 4.91756  0.222
H: 0.54328 1.29613 6.37514  0.117
H: -0.02487 2.32243 5.10017  0.019
H: 1.31284 2.94196 6.13416  0.130


3.
Entry from the Open Molecules 2025 dataset: an isolated ion of composition C7H16NO2S and charge +1 (the ωB97M-V functional and the def2-TZVPD basis).

Computed properties:
HOMO   -0.4867 Eh
Lowest unoccupied orbital energy   -2.6 eV
Net charge   +1
Energy   -23931.02188 eV
Strongest force on any atom   0.481 eV/Å
SMILES   CCCOC[N@H+]1CO[C@H](S)C1
Kohn-Sham gap   10.6 eV
Molecular weight   178.28 g/mol

Last column: Löwdin charge in e.
Atoms and positions in Å:
C: 3.75764 -0.62926 0.12084  -0.099
C: 3.01706 0.31832 -0.82093  -0.214
C: 2.06753 1.25783 -0.08374  -0.161
O: 0.72859 1.12536 -0.63570  -0.101
C: -0.32772 1.39676 0.19416  -0.133
N: -1.20588 0.15565 0.20144  -0.027
C: -1.60528 -0.48635 1.50261  -0.116
O: -2.27431 -1.61387 1.05498  -0.117
C: -3.08964 -1.21505 -0.07248  -0.618
S: -2.82004 -2.52803 -1.28281  0.853
C: -2.53297 0.16890 -0.49010  -0.085
H: 3.10177 -1.42779 0.47262  0.074
H: 4.14805 -0.10427 0.99327  0.077
H: 4.59702 -1.10311 -0.38295  0.078
H: 3.72754 0.89829 -1.40542  0.112
H: 2.41928 -0.25664 -1.52919  0.113
H: 2.02080 1.01759 0.98367  0.119
H: 2.36347 2.30208 -0.18936  0.132
H: -0.94750 2.21752 -0.17368  0.153
H: -0.03319 1.59135 1.22926  0.148
H: -0.65954 -0.56020 -0.29590  0.189
H: -0.74962 -0.72889 2.12568  0.162
H: -2.27341 0.21839 2.00857  0.159
H: -4.13326 -1.14877 0.23049  0.125
H: -3.79165 -2.11681 -2.11041  -0.104
H: -3.11960 0.98945 -0.08354  0.143
H: -2.38515 0.26155 -1.56139  0.138


4.
Entry from the Open Molecules 2025 dataset: a 2-piece molecular cluster, CH7N2S overall (the ωB97M-V functional and the def2-TZVPD basis).

Computed properties:
HOMO   -0.1067 Eh
Lowest unoccupied orbital energy   4.5 eV
Net charge   -1
Energy   -14966.31013 eV
Strongest force on any atom   2.700 eV/Å
Kohn-Sham gap   7.4 eV
Molecular weight   79.15 g/mol

Last column: Löwdin charge in e.
Atoms and positions in Å:
S: -0.65377 0.33590 -2.24230  -0.065
H: -1.77085 1.08499 -2.47910  -0.394
N: -0.88539 -0.73852 0.52058  -0.090
C: 0.35227 -0.16313 1.09889  -0.437
N: 1.41672 0.27177 0.22064  -0.073
H: -0.69514 -1.66657 0.13696  0.035
H: -1.03183 -0.17362 -0.29768  -0.166
H: 0.77415 -0.95860 1.77474  0.085
H: -0.17277 0.61440 1.65855  0.081
H: 1.55028 1.33721 0.36067  0.086
H: 1.11633 0.05618 -0.75194  -0.062